No. 1
The following is a quantum chemistry calculation of a 7-piece molecular cluster, H13O6S overall in a non-equilibrium geometry, from the OMol25 dataset.

Cartesian coordinates (Å):
S: -0.253 1.106 -0.348
H: -0.341 0.306 0.751
H: 0.923 1.996 2.114
H: 1.972 1.778 0.972
O: 1.839 1.792 1.925
H: -1.132 -0.632 2.245
H: -0.682 0.370 3.171
O: -1.496 -0.125 2.983
H: -1.520 3.582 0.165
H: -1.829 2.803 1.462
O: -1.816 3.681 1.072
H: 1.768 -4.105 -1.334
H: 1.384 -3.505 -2.554
O: 1.873 -4.298 -2.277
H: -2.005 -0.023 -1.508
H: -1.906 -1.501 -1.939
O: -2.541 -0.777 -1.850
H: 1.383 -0.414 -1.280
H: 2.303 -0.899 -2.343
O: 2.077 -1.133 -1.429

Net charge: -1
F_max, hartree/bohr: 0.033
Molar mass, g mol⁻¹: 141.16
LUMO level, eV: 3.21
Kohn-Sham gap, hartree: 0.286

Atomic partial charges in e from the Mulliken method, atoms 1 to 8: S -0.83; H -0.09; H 0.30; H 0.32; O -0.64; H 0.34; H 0.32; O -0.63



No. 2
The following is a quantum chemistry calculation of a 2-piece molecular cluster, C4H12 overall in a non-equilibrium geometry, from the OMol25 dataset.

Cartesian coordinates (Å):
C: -0.774 2.247 -0.358
C: -0.551 2.127 1.162
H: -0.384 3.209 -0.690
H: -0.179 1.459 -0.815
H: -1.837 2.197 -0.546
H: -1.063 1.208 1.435
H: -0.942 2.982 1.717
H: 0.490 2.141 1.481
C: -0.067 -2.094 -0.060
C: 1.209 -2.291 -0.860
H: -0.312 -1.037 -0.164
H: -0.879 -2.783 -0.255
H: 0.162 -2.229 0.997
H: 1.414 -3.126 -1.542
H: 2.000 -2.538 -0.126
H: 1.713 -1.471 -1.376

F_max, hartree/bohr: 0.060
Molar mass, g mol⁻¹: 60.14
LUMO level, eV: 1.11
Kohn-Sham gap, hartree: 0.456

Atomic partial charges in e from the Mulliken method, atoms 1 to 8: C -0.75; C -0.87; H 0.33; H 0.20; H 0.24; H 0.24; H 0.33; H 0.28



No. 3
The following is a quantum chemistry calculation of a 3-piece molecular cluster, C21H26Cl4NO3 overall, from the OMol25 dataset.

Cartesian coordinates (Å):
C: 3.944 2.415 -1.406
C: 3.911 0.935 -1.766
C: 2.983 0.023 -0.922
N: 2.066 -0.814 -1.735
C: 1.139 -0.093 -2.624
C: -0.292 -0.645 -2.559
C: -0.911 -0.766 -1.168
C: -1.790 0.397 -0.690
O: -2.391 1.157 -1.743
C: -1.706 2.367 -1.999
C: 2.226 0.776 0.193
O: 2.599 0.507 1.358
O: 1.371 1.598 -0.173
H: 4.413 2.583 -0.441
H: 4.534 2.957 -2.147
H: 2.946 2.835 -1.394
H: 4.924 0.543 -1.686
H: 3.648 0.853 -2.820
H: 3.618 -0.684 -0.398
H: 2.666 -1.380 -2.320
H: 1.151 0.965 -2.402
H: 1.466 -0.197 -3.663
H: -0.262 -1.645 -2.992
H: -0.921 -0.051 -3.220
H: -1.502 -1.679 -1.130
H: -0.101 -0.883 -0.454
H: -2.625 -0.011 -0.124
H: -1.227 1.053 -0.036
H: -1.907 3.096 -1.213
H: -0.632 2.218 -2.050
H: -2.060 2.743 -2.955
Cl: 5.021 -5.583 3.256
C: 4.171 -4.076 3.422
C: 4.380 -3.027 2.537
Cl: 5.496 -3.182 1.219
C: 3.692 -1.833 2.696
C: 2.788 -1.695 3.734
C: 2.576 -2.744 4.618
C: 3.268 -3.934 4.464
H: 3.819 -1.013 1.998
H: 2.246 -0.765 3.829
H: 1.865 -2.641 5.427
H: 3.109 -4.758 5.145
Cl: -5.007 -1.618 0.013
C: -5.668 -0.035 0.199
C: -6.044 0.448 1.445
Cl: -5.886 -0.524 2.866
C: -6.555 1.732 1.564
C: -6.685 2.533 0.444
C: -6.300 2.054 -0.800
C: -5.792 0.773 -0.921
H: -6.843 2.099 2.539
H: -7.077 3.536 0.545
H: -6.383 2.681 -1.677
H: -5.468 0.398 -1.881

Net charge: -1
F_max, hartree/bohr: 0.016
Molar mass, g mol⁻¹: 482.25
LUMO level, eV: 2.48
Kohn-Sham gap, hartree: 0.265

Atomic partial charges in e from the Mulliken method, atoms 1 to 8: C -1.30; C -0.59; C 0.90; N -0.41; C -0.40; C -0.95; C -0.41; C -0.33



No. 4
The following is a quantum chemistry calculation of one molecule with the formula C5H10N2S in a non-equilibrium geometry, from the OMol25 dataset.

Cartesian coordinates (Å):
C: -1.548 -1.675 -0.004
C: -0.995 -0.373 -0.530
C: -1.568 0.936 -0.082
C: 0.976 1.110 0.058
C: 2.144 0.369 0.678
H: -2.163 -2.209 -0.758
H: -2.089 -1.567 0.944
H: -0.674 -2.326 0.276
H: -0.652 -0.482 -1.547
H: -1.651 1.759 -0.825
H: -2.380 0.961 0.683
H: 0.335 2.624 -0.887
H: 2.936 1.123 0.716
H: 1.982 -0.057 1.677
H: 1.797 -1.856 0.193
N: -0.264 0.454 0.355
N: 1.185 2.190 -0.530
S: 2.630 -0.983 -0.416

F_max, hartree/bohr: 0.039
Molar mass, g mol⁻¹: 130.22
LUMO level, eV: 0.83
Kohn-Sham gap, hartree: 0.367

Atomic partial charges in e from the Mulliken method, atoms 1 to 8: C -1.23; C 0.32; C -0.53; C 0.55; C -0.74; H 0.34; H 0.32; H 0.17